Run P
Below is a cluster of 21 separate species, H42O21 in total, with properties calculated with the ωB97M-V functional and the def2-TZVPD basis.

Each line ends with the Mulliken charge.
Geometry (Å):
O -1.497 4.432 1.133  -0.711
H -2.270 4.472 0.635  0.262
H -1.146 3.534 1.125  0.413
O 2.269 3.002 -1.748  -0.504
H 2.539 3.572 -2.479  0.264
H 3.175 2.851 -1.359  0.314
O -0.028 1.718 -0.006  -0.671
H 0.449 1.379 -0.780  0.135
H -0.837 1.204 -0.233  0.519
O -0.955 1.016 -4.981  -0.625
H -0.414 1.940 -5.088  0.327
H -1.887 1.157 -4.872  0.304
O -1.789 -1.228 2.450  -0.512
H -1.579 -0.832 3.317  0.293
H -1.938 -2.095 2.786  0.209
O 0.083 3.078 2.709  -0.734
H 0.523 3.850 2.189  0.386
H 0.200 2.386 2.067  0.183
O 0.163 5.121 -0.987  -0.655
H 0.059 4.396 -1.618  0.269
H -0.349 4.910 -0.186  0.462
O -3.304 -3.230 1.708  -0.659
H -3.703 -3.365 0.822  0.286
H -2.558 -3.905 1.841  0.152
O -3.426 2.765 -0.504  -0.805
H -3.909 3.422 -1.129  0.346
H -3.991 2.479 0.231  0.354
O 0.564 -0.552 1.096  -0.546
H 0.383 0.352 1.210  0.418
H -0.312 -0.955 1.327  0.143
O 3.447 1.605 3.623  -0.625
H 2.666 1.569 2.976  0.323
H 4.107 1.248 2.964  0.325
O 3.625 -2.375 -2.192  -0.602
H 4.185 -1.674 -1.974  0.261
H 2.761 -2.294 -2.007  0.403
O -1.957 -0.022 -0.649  -0.661
H -2.691 0.605 -0.690  0.224
H -2.287 -0.774 -0.004  0.322
O 3.134 -0.567 0.771  -0.718
H 3.644 -0.704 1.700  0.310
H 2.262 -0.348 0.722  0.520
O 4.188 1.456 -0.277  -0.667
H 4.269 0.989 -1.054  0.293
H 3.881 0.898 0.441  0.325
O -1.598 -2.721 -2.069  -0.541
H -2.154 -3.314 -2.565  0.259
H -1.293 -3.455 -1.381  0.298
O -0.949 -4.988 1.418  -0.605
H -0.525 -4.192 1.897  0.337
H -1.686 -4.909 1.969  0.450
O 1.047 -1.513 -2.544  -0.716
H 0.724 -1.594 -1.585  0.343
H 1.656 -0.783 -2.383  0.291
O -4.660 0.487 -1.502  -0.641
H -4.382 1.424 -1.481  0.384
H -3.740 0.073 -1.651  0.402
O 0.426 -2.219 3.150  -0.522
H 0.959 -2.812 3.528  0.222
H 0.763 -1.434 2.721  0.387
O 1.875 -4.660 -0.427  -0.555
H 1.343 -5.307 -0.958  0.297
H 2.442 -4.567 -1.165  0.262

Results
HOMO level   -10.3 eV

Run Q
Below is a cluster of 21 separate species, H42O21 in total, with properties calculated with the ωB97M-V functional and the def2-TZVPD basis.

Each line ends with the Mulliken charge.
Geometry (Å):
O 2.417 -0.916 4.935  -0.643
H 3.032 -0.331 4.451  0.307
H 2.212 -1.662 4.362  0.338
O -4.345 -0.666 -2.428  -0.630
H -3.450 -0.285 -2.694  0.278
H -4.596 0.165 -1.872  0.313
O -4.386 -1.562 0.213  -0.549
H -4.663 -2.099 -0.536  0.314
H -3.581 -1.993 0.544  0.262
O -0.724 -3.257 3.607  -0.625
H -0.675 -3.268 2.651  0.348
H 0.089 -2.816 3.860  0.298
O -4.461 0.445 2.865  -0.599
H -3.988 -0.068 2.213  0.293
H -4.254 1.322 2.609  0.337
O -0.724 4.661 -1.777  -0.588
H -1.620 4.667 -2.141  0.272
H -0.915 4.597 -0.804  0.300
O 4.453 0.341 0.695  -0.648
H 5.347 0.441 0.370  0.296
H 3.874 0.964 0.289  0.276
O 1.940 -0.460 2.042  -0.352
H 2.759 -0.033 1.826  0.295
H 1.376 0.291 2.054  0.160
O -1.361 -0.291 -1.798  -0.347
H -1.122 -0.259 -0.868  0.090
H -0.849 0.503 -2.002  0.245
O 0.527 2.266 -3.282  -0.511
H 1.102 3.002 -3.073  0.279
H 0.850 1.893 -4.127  0.239
O -0.399 3.773 2.202  -0.606
H -0.844 2.928 2.425  0.400
H 0.017 3.948 3.055  0.327
O 0.410 -2.913 -2.902  -0.532
H -0.562 -2.787 -2.646  0.248
H 0.350 -3.832 -2.666  0.295
O -1.129 -3.246 0.385  -0.575
H -0.501 -2.816 -0.181  0.291
H -1.924 -2.806 0.660  0.196
O -3.287 3.328 -0.261  -0.529
H -4.055 3.522 0.289  0.282
H -3.654 3.271 -1.122  0.276
O 2.284 -3.731 2.322  -0.623
H 2.767 -3.985 1.507  0.300
H 2.034 -2.818 2.029  0.288
O 1.160 -0.942 -4.936  -0.527
H 1.977 -1.391 -5.042  0.291
H 1.312 -0.062 -4.554  0.187
O 3.551 -0.290 -2.463  -0.485
H 4.464 -0.376 -2.298  0.240
H 3.163 -0.230 -3.310  0.196
O 1.825 -1.908 -0.427  -0.377
H 1.618 -2.724 -0.003  0.173
H 2.623 -1.377 -0.420  0.217
O 1.188 0.407 -1.387  0.008
H 0.852 0.096 -0.549  0.171
H 2.122 0.254 -1.332  0.000
O -2.191 1.892 2.104  -0.773
H -2.031 2.069 1.165  0.319
H -2.159 0.886 2.075  0.293
O 2.741 2.657 0.677  -0.551
H 2.102 3.206 1.238  0.279
H 3.162 3.219 0.059  0.251

Results
HOMO level   -10.7 eV

The least stable of them is run P.

Run P
Below is an isolated molecule of C7H15NO, with properties calculated with the ωB97M-V functional and the def2-TZVPD basis.

Each line ends with the Mulliken charge.
Geometry (Å):
C 0.243 -0.651 0.283  1.440
C -0.125 0.131 -0.949  0.158
C -0.499 -1.983 0.424  -1.929
C 0.281 0.088 1.617  -1.633
C 0.614 1.422 -1.271  -1.538
N 1.834 -1.082 -0.202  -0.490
C -1.775 0.418 -0.722  -0.357
C -2.317 1.429 -0.047  -0.753
O 2.750 -0.087 0.334  -0.433
H 3.302 0.135 -0.435  0.336
H 2.058 -1.898 0.373  0.326
H -0.125 -0.513 -1.835  0.504
H -2.418 -0.277 -1.261  0.376
H -0.563 -2.518 -0.528  0.391
H 0.009 -2.624 1.152  0.473
H -1.516 -1.836 0.802  0.426
H 1.077 -0.338 2.241  0.438
H -0.664 0.004 2.159  0.350
H 0.518 1.151 1.537  0.305
H 0.909 1.975 -0.378  0.271
H -0.012 2.088 -1.873  0.445
H 1.519 1.194 -1.840  0.348
H -1.715 2.144 0.507  0.235
H -3.387 1.628 -0.089  0.309

Results
SMILES   C=C[C@@H](C)C(C)(C)NO
HOMO level   -9.5 eV

Run Q
Below is an isolated molecule of C7H15NO, with properties calculated with the ωB97M-V functional and the def2-TZVPD basis.

Each line ends with the Mulliken charge.
Geometry (Å):
C 1.930 0.197 -0.118  0.205
C -0.568 0.518 0.211  0.439
C 0.479 -0.452 -0.283  -0.974
C 2.980 -0.720 -0.741  -1.486
C -0.904 1.603 -0.808  -1.502
C -1.882 -0.293 0.569  0.566
N -2.401 -0.015 1.826  -0.482
C -2.424 -1.203 -0.239  -1.215
O 2.212 0.461 1.238  -0.559
H 2.196 -0.375 1.718  0.371
H 1.967 1.177 -0.602  0.290
H -0.209 0.980 1.136  0.350
H -3.340 -0.349 1.989  0.243
H -2.253 0.924 2.162  0.242
H 0.463 -1.369 0.310  0.363
H 0.328 -0.698 -1.333  0.429
H 3.977 -0.312 -0.582  0.368
H 2.811 -0.814 -1.811  0.357
H 2.933 -1.712 -0.293  0.358
H -1.235 1.156 -1.743  0.313
H -1.706 2.238 -0.435  0.406
H -0.037 2.230 -1.005  0.380
H -3.343 -1.708 0.012  0.286
H -1.974 -1.464 -1.178  0.251

Results
SMILES   C=C(N)[C@H](C)C[C@H](C)O
HOMO level   -8.1 eV

The least stable of them is run P.

Run P
Below is a cluster of 3 separate species, C7H15NO in total, with properties calculated with the ωB97M-V functional and the def2-TZVPD basis.

Each line ends with the Mulliken charge.
Geometry (Å):
C 0.603 0.356 0.770  2.523
C 1.700 0.454 -0.304  -1.598
C 0.135 1.768 1.169  -1.699
C 1.178 -0.344 2.019  -1.846
C -0.538 -0.491 0.272  -0.639
C -1.171 -1.538 0.441  -0.771
H 2.543 1.027 0.088  0.460
H 1.336 0.945 -1.204  0.304
H 2.049 -0.537 -0.594  0.354
H -0.170 2.357 0.305  0.400
H -0.696 1.724 1.876  0.359
H 0.960 2.296 1.650  0.447
H 1.521 -1.350 1.774  0.388
H 2.027 0.224 2.407  0.434
H 0.424 -0.420 2.804  0.393
H -1.690 -2.393 0.802  0.567
C -1.464 0.589 -1.342  -1.191
N -0.817 -1.959 -2.305  -0.275
O -0.326 -0.750 -2.351  -0.279
H -1.770 -2.042 -2.669  0.248
H -0.711 -2.413 -1.389  0.250
H -0.963 1.313 -1.971  0.290
H -2.317 0.096 -1.795  0.471
H -1.842 1.088 -0.453  0.411

Results
HOMO level (alpha / beta)   -8.3 / -7.7 eV

Run Q
Below is an isolated molecule of C7H15NO, with properties calculated with the ωB97M-V functional and the def2-TZVPD basis.

Each line ends with the Mulliken charge.
Geometry (Å):
C 0.409 -0.613 -1.830  -1.427
C -2.268 -0.685 -0.493  -1.598
C -1.137 0.321 -0.420  0.627
O -1.252 1.467 -0.827  -0.596
H -2.765 -0.570 -1.453  0.397
H 1.363 -0.744 -2.338  0.539
H -0.072 -1.588 -1.813  0.310
H -0.055 0.117 -2.489  0.377
H -2.974 -0.459 0.308  0.362
H -1.920 -1.704 -0.360  0.440
C 0.054 1.242 1.616  -1.937
C 2.122 0.766 -0.362  -1.508
C -0.069 0.000 0.732  1.562
N -0.419 -1.208 1.472  -0.671
C 1.082 -0.309 -0.193  -0.119
H 0.327 -1.434 2.123  0.295
H -1.264 -1.056 2.013  0.280
H 1.480 -1.301 0.011  0.360
H -0.882 1.385 2.157  0.470
H 0.217 2.141 1.029  0.360
H 0.881 1.133 2.318  0.392
H 2.900 0.439 -1.050  0.461
H 1.637 1.669 -0.739  0.278
H 2.605 0.993 0.589  0.345

Results
SMILES   CC(=O)[C@@](C)(N)C(C)C
HOMO level   -8.8 eV

The least stable of them is run P.

Run P
Below is a cluster of 2 separate species, C3H4NP in total, with properties calculated with the ωB97M-V functional and the def2-TZVPD basis.

Each line ends with the Mulliken charge.
Geometry (Å):
C -0.564 1.201 -0.057  -0.134
C -0.596 -0.938 1.120  -0.107
C 0.506 0.201 -0.437  -0.475
N 0.348 -1.080 0.347  -0.320
P -1.593 0.615 1.170  -0.053
H -0.588 2.203 -0.552  0.324
H -0.614 -2.442 2.411  0.184
H 0.523 -0.271 -1.528  0.278
H 1.550 0.380 -0.125  0.302

Results
HOMO level (alpha / beta)   -9.0 / -9.0 eV

Run Q
Below is an isolated molecule of C3H4NP, with properties calculated with the ωB97M-V functional and the def2-TZVPD basis.

Each line ends with the Mulliken charge.
Geometry (Å):
C 0.693 -0.429 0.920  -0.371
C 0.893 -0.175 -0.395  -0.248
C -0.935 0.997 0.633  -0.166
N -0.347 0.248 1.499  -0.449
P -0.248 0.970 -1.121  -0.119
H 1.360 -1.090 1.533  0.336
H 1.451 -0.695 -1.109  0.447
H -1.756 1.535 0.935  0.498
H -0.808 -0.007 -2.052  0.072

Results
SMILES   C1=NC=[PH]=C1
HOMO level   -9.1 eV

Run R
Below is an isolated molecule of C3H4NP, with properties calculated with the ωB97M-V functional and the def2-TZVPD basis.

Each line ends with the Mulliken charge.
Geometry (Å):
C -0.137 1.278 -0.247  -0.189
C 0.974 0.068 -0.812  -0.339
C -1.080 -0.512 0.718  -0.141
N -1.049 0.754 0.521  -0.489
P 0.190 -1.381 -0.152  -0.083
H 0.013 2.196 -0.738  0.352
H 1.978 0.151 -1.281  0.362
H -1.964 -0.798 1.186  0.466
H 1.076 -1.756 0.804  0.061

Results
SMILES   C1=NC=[PH]=C1
HOMO level (alpha / beta)   -8.4 / -8.4 eV

The least stable of them is run P.

Run P
Below is the ion C5H9N2 with charge +1, with properties calculated with the ωB97M-V functional and the def2-TZVPD basis.

Each line ends with the Mulliken charge.
Geometry (Å):
C -0.132 0.763 -1.274  0.305
C 0.634 -0.654 1.187  -0.328
C -0.108 0.072 2.167  -0.304
C -1.133 0.567 -0.314  0.020
C 0.590 0.131 -2.378  -1.231
N -0.122 1.643 -0.401  -0.398
N -0.768 -0.472 0.943  -0.108
H 1.436 -0.217 0.489  0.253
H 1.076 -1.748 1.366  0.290
H -0.530 -0.300 3.123  0.269
H 0.165 1.140 2.346  0.240
H -2.161 0.684 -0.263  0.527
H 1.585 0.598 -2.526  0.364
H -0.057 0.010 -3.239  0.354
H 0.808 -0.846 -2.192  0.402
H -1.284 -1.370 0.966  0.345

Results
SMILES   CC1=N[C@@H]1[NH+]1CC1
Total charge   +1
HOMO level   -15.2 eV

Run Q
Below is the ion C5H9N2 with charge +1, with properties calculated with the ωB97M-V functional and the def2-TZVPD basis.

Each line ends with the Mulliken charge.
Geometry (Å):
C -1.325 -0.055 -1.087  0.202
C -1.364 1.338 -1.565  -0.265
C -0.693 -0.923 0.824  -0.665
C 0.364 0.258 0.464  0.385
C 1.809 -0.274 0.075  -1.062
N -1.739 -0.907 -0.217  -0.064
N -0.321 0.713 -0.799  -0.174
H -1.001 1.496 -2.470  0.297
H -2.185 2.006 -1.163  0.241
H -0.262 -1.915 0.972  0.366
H -1.214 -0.664 1.778  0.312
H 0.352 1.056 1.306  0.370
H 1.713 -0.037 -1.018  0.305
H 1.965 -1.307 0.373  0.313
H 2.634 0.276 0.559  0.302
H -2.390 -1.589 -0.160  0.136

Results
SMILES   C[C@@H]1CNC2=[N+]1C2
Total charge   +1
HOMO level   -14.8 eV

The least stable of them is run P.